Entry from the OMol25 dataset: an isolated molecule of C3H6N2 (ωB97M-V/def2-TZVPD).

Its energy above the lowest of the compared OMol25 structures with the same formula, charge and spin is 211.1 kJ/mol.

```
11
Properties=species:S:1:pos:R:3:mulliken_charge:R:1
C -0.9572 -0.4677 -0.0352 -0.429
N 0.2778 -0.8175 -0.6813 -0.440
C 1.0744 0.4146 -0.5058 -0.314
C 0.6495 1.0892 0.8012 -0.308
N -0.5069 0.5016 1.0196 -0.069
H -1.1092 0.7584 1.7915 0.161
H -1.4906 -1.3378 0.3583 0.320
H -1.6132 0.0695 -0.7334 0.250
H 0.7187 -1.5427 -0.1179 0.295
H 2.1441 0.2097 -0.5883 0.313
H 0.8126 1.1226 -1.3087 0.221
```


Entry from the OMol25 dataset: a structure of composition C49H51N6O2RuSe (ωB97M-V/def2-TZVPD).

The expectation value of S² is 1.151. The spin multiplicity is 2.

```
110
Properties=species:S:1:pos:R:3:mulliken_spin:R:1
Ru -0.3072 0.7345 0.0814 0.257
C -2.3524 4.3007 3.0831 0.001
C -2.6553 2.9742 2.3718 0.017
C -4.1431 2.9129 2.0287 0.021
C -2.1949 1.8356 3.2516 0.057
C -3.0555 1.2935 4.1871 -0.016
C -2.5967 0.3791 5.1169 -0.001
C -1.2517 0.0849 5.1577 -0.003
C -0.3432 0.5766 4.2252 -0.002
C 1.0991 0.2198 4.5634 0.000
C 1.3252 -1.3010 4.5567 -0.002
C 2.2200 0.8992 3.7852 0.000
C -0.8403 1.4037 3.1942 0.022
N -0.0597 1.8170 2.1181 -0.018
C 0.6543 2.9374 2.1686 -0.008
O 0.7193 3.7103 3.1227 -0.002
C 1.5024 3.1649 0.9496 -0.003
C 2.6313 3.9789 0.9846 -0.001
C 3.4230 4.0582 -0.1497 0.000
C 3.0933 3.3032 -1.2671 -0.002
C 1.9591 2.5015 -1.2124 0.020
N 1.1781 2.4880 -0.1392 -0.010
C 1.5595 1.5991 -2.3565 -0.028
O 2.2644 1.5155 -3.3548 0.004
N 0.4499 0.8850 -2.1085 0.052
C -0.2873 0.3457 -3.1406 -0.024
C -0.6963 1.1531 -4.2326 -0.008
C -1.3117 0.5481 -5.3159 0.005
C -1.5841 -0.8073 -5.3312 0.005
C -1.2940 -1.5699 -4.2146 -0.005
C -0.6814 -1.0124 -3.1072 0.029
C -0.4540 -1.8745 -1.8899 -0.031
C -1.7874 -2.3857 -1.3314 -0.013
C 0.4850 -3.0412 -2.1926 0.002
C -0.5496 2.6563 -4.2045 -0.007
C -1.9163 3.3190 -4.4142 0.006
C 0.4653 3.1429 -5.2417 0.001
H -2.5966 5.1361 2.4270 0.000
H -1.3013 4.3609 3.3544 0.000
H -2.9432 4.3823 3.9948 0.000
H -2.0791 2.9558 1.4332 -0.018
H -4.7501 3.1303 2.9050 0.001
H -4.4123 1.9302 1.6439 -0.015
H -4.3815 3.6549 1.2699 0.002
H -4.0881 1.6017 4.2226 0.001
H -3.2661 -0.0516 5.8457 0.000
H -0.8842 -0.5296 5.9673 0.000
H 1.2054 0.5524 5.6061 0.000
H 1.4635 -1.6656 3.5426 0.002
H 0.4852 -1.8311 4.9995 0.000
H 2.2196 -1.5456 5.1294 0.000
H 2.1661 0.6812 2.7224 0.001
H 3.1811 0.5427 4.1576 0.000
H 2.1861 1.9748 3.9263 0.000
H 2.8588 4.5149 1.8937 -0.001
H 4.3021 4.6868 -0.1653 0.000
H 3.6863 3.3086 -2.1690 0.001
H -1.5958 1.1454 -6.1692 -0.001
H -2.0545 -1.2653 -6.1898 0.000
H -1.5544 -2.6183 -4.2119 0.001
H 0.0151 -1.2375 -1.1139 0.067
H -2.3351 -2.9489 -2.0831 0.000
H -2.4108 -1.5469 -1.0143 0.013
H -1.6115 -3.0325 -0.4734 -0.001
H 0.0217 -3.7208 -2.9048 0.000
H 0.7034 -3.5954 -1.2809 0.000
H 1.4219 -2.6799 -2.6118 0.000
H -0.1939 2.9540 -3.2099 -0.006
H -2.2859 3.1506 -5.4225 0.001
H -1.8385 4.3931 -4.2592 0.001
H -2.6438 2.9180 -3.7088 -0.002
H 0.1560 2.8698 -6.2478 0.000
H 1.4340 2.6906 -5.0412 0.000
H 0.5662 4.2262 -5.1932 0.000
N 3.3496 -5.3226 1.3704 0.000
C 4.3772 -6.1992 1.1577 0.000
C 4.5863 -7.5113 1.5460 0.000
C 5.7546 -8.1104 1.1230 -0.001
C 6.6845 -7.4244 0.3367 0.000
C 6.4873 -6.1182 -0.0528 0.000
C 5.3151 -5.4906 0.3656 0.000
N 4.8517 -4.2306 0.1339 -0.001
C 3.6852 -4.1488 0.7314 -0.001
C 2.8557 -2.9733 0.7241 -0.002
C 3.3585 -1.7738 0.1940 0.001
C 2.6052 -0.6297 0.2764 0.009
N 1.3850 -0.5949 0.8340 -0.009
C 0.8662 -1.7480 1.2818 -0.010
C 1.5507 -2.9434 1.2420 -0.019
H 2.5348 -5.4933 1.9324 0.000
H 3.8657 -8.0383 2.1511 0.000
H 5.9545 -9.1338 1.4013 0.000
H 7.5802 -7.9404 0.0286 0.000
H 7.2039 -5.5912 -0.6617 0.000
H 4.3440 -1.7669 -0.2401 0.000
H 2.9912 0.3110 -0.0944 -0.002
H -0.1339 -1.6797 1.7160 -0.002
H 1.0784 -3.8289 1.6392 0.000
Se -2.4820 1.2536 -0.7215 0.592
C -4.3254 1.4698 -1.2808 -0.012
C -5.1514 0.3851 -1.5550 0.041
C -6.4453 0.6078 -1.9926 -0.032
C -6.9220 1.8978 -2.1626 0.061
C -6.0954 2.9763 -1.8866 -0.029
C -4.8018 2.7667 -1.4516 0.041
H -4.7862 -0.6247 -1.4288 0.003
H -7.0935 -0.2308 -2.2020 -0.001
H -7.9319 2.0593 -2.5118 0.004
H -6.4656 3.9825 -2.0121 -0.001
H -4.1435 3.5988 -1.2449 0.005
```


Entry from the OMol25 dataset: a structure of composition C16H31N2OPPbSi (ωB97M-V/def2-TZVPD).

Its energy above the lowest of the compared OMol25 structures with the same formula, charge and spin is 0.0 kJ/mol.

```
53
Properties=species:S:1:pos:R:3:mulliken_charge:R:1
Pb -0.1475 -0.1145 0.4640 0.887
Si -1.5032 0.8328 -1.7952 0.736
P -0.0857 -2.2571 -1.5001 0.574
N 2.1160 -0.0046 0.1252 -0.769
H -1.3641 -0.3305 1.9235 -0.225
C 0.6411 -3.7597 -0.7763 -1.244
H 0.5228 -4.6158 -1.4531 0.420
H 0.1540 -3.9599 0.1836 0.279
H 1.7056 -3.5805 -0.5875 0.348
C -1.6136 -2.9569 -2.2638 -1.186
H -1.3402 -3.8055 -2.9142 0.409
H -2.1303 -2.1812 -2.8496 0.311
H -2.2855 -3.3071 -1.4622 0.278
C 1.0008 -2.0075 -2.9642 -1.151
H 1.0979 -2.9502 -3.5263 0.411
H 1.9881 -1.6802 -2.6063 0.277
H 0.5835 -1.2234 -3.6105 0.310
C -3.3668 0.9337 -1.4661 -1.061
H -3.5630 1.1401 -0.4029 0.268
H -3.8689 -0.0007 -1.7583 0.297
H -3.7829 1.7591 -2.0655 0.372
H -1.0782 2.2457 -2.0467 -0.236
H -1.3780 0.0961 -3.0944 -0.234
C 2.9735 0.6208 -0.6367 0.097
C 5.3638 1.1485 -1.0538 -0.458
C 4.3862 0.5625 -0.2749 -0.313
C 2.6781 1.3681 -1.8530 0.200
C 3.6752 1.9314 -2.6184 -0.616
C 5.0258 1.8308 -2.2357 -0.302
H 6.4118 1.0808 -0.7545 0.336
H 4.6405 0.0277 0.6411 0.406
H 1.6199 1.4592 -2.1429 0.136
H 3.4182 2.4648 -3.5351 0.362
H 5.7992 2.2850 -2.8545 0.365
C -1.5414 -1.6543 2.2346 1.346
O -0.4082 -2.1890 1.7287 -0.822
C -1.6357 -1.8336 3.7435 -1.445
H -2.6296 -1.5827 4.1334 0.391
H -0.8865 -1.2365 4.2672 0.302
H -1.4416 -2.8939 3.9774 0.329
C -2.8438 -1.9924 1.5052 -1.147
H -2.7894 -2.9884 1.0383 0.185
H -3.0807 -1.2558 0.7164 0.096
H -3.6916 -1.9877 2.2057 0.448
C -1.4320 4.5159 3.8202 -1.079
C -0.1947 4.0475 3.0446 -0.178
C -0.5302 3.1940 1.9181 0.258
N -0.7885 2.5029 1.0173 -0.443
H -2.0711 5.1316 3.1810 0.313
H -1.1547 5.1099 4.6929 0.328
H -2.0168 3.6598 4.1694 0.314
H 0.3631 4.9120 2.6619 0.270
H 0.4791 3.4889 3.7088 0.247
```


no.,electronic energy (Ha)
1,-227.34442
2,-4873.12468
3,-1636.48736